The following is a quantum chemistry calculation of an isolated ion of composition C4H7N2O and charge +1 in a non-equilibrium geometry, from the Open Molecules 2025 dataset.

## Properties
* charge: +1
* E_LUMO: -6.691 eV
* SMILES: O=[N+]1CCCC=N1
* Kohn-Sham gap: 9.33 eV
* total energy: -9277.790 eV

Each atom is followed by the atoms it is bonded to, with distances in Å.
Positions of all 14 atoms, in Å:
1 O -3.0148 -0.5971 -0.5036  N2 1.179
2 N -2.0672 -0.2189 0.0875  O1 1.179, C3 1.556, N7 1.459
3 C -0.9505 -1.1655 0.6139  N2 1.556, C4 1.583, H8 1.171, H9 1.110
4 C 0.1120 -0.5861 -0.4072  C3 1.583, C5 1.523, H10 1.099, H11 1.115
5 C 0.4312 0.8933 -0.2394  C4 1.523, C6 1.461, H12 1.075, H13 1.037
6 C -0.7481 1.6850 0.1024  C5 1.461, N7 1.242, H14 1.089
7 N -1.8953 1.2240 0.2189  N2 1.459, C6 1.242
8 H -1.2409 -2.2744 0.3740  C3 1.171
9 H -0.8303 -0.8838 1.6814  C3 1.110
10 H -0.3689 -0.7223 -1.3864  C4 1.099
11 H 1.1423 -1.0107 -0.4261  C4 1.115
12 H 0.9181 1.4383 -1.0276  C5 1.075
13 H 1.1722 1.1373 0.4443  C5 1.037
14 H -0.6661 2.7664 0.2046  C6 1.089

These are the Löwdin partial charges, in e, on atoms 1 to 4: 0.25 -0.15 0.03 -0.12